1.
The following is a quantum chemistry calculation of a cluster of 5 separate species, C17H40Br2O14S4 in total, from the Open Molecules 2025 dataset.

Geometry (Å):
C: 1.613009 -1.519633 -4.563744
C: 1.122385 -0.534812 -5.604578
Br: 0.274400 -1.487539 -7.086677
C: 0.200815 0.529405 -5.040459
Br: 1.287415 1.655150 -3.899151
C: -0.981708 0.095471 -4.203304
O: -1.973816 -0.531896 -5.013839
C: -2.298187 -1.799157 -4.707737
O: -2.981762 -2.538638 -5.468403
H: 0.838906 -1.743164 -3.846151
H: 1.905320 -2.446669 -5.031257
H: 2.467458 -1.121686 -4.037848
H: 1.948565 -0.014701 -6.063069
H: -0.159725 1.158347 -5.840595
H: -1.427441 0.974712 -3.759813
H: -0.679074 -0.547865 -3.387393
H: -1.985527 -2.156607 -3.719543
O: 1.863877 -2.267749 -1.365345
S: 1.428881 -2.840006 -0.127293
O: 0.883388 -1.996402 0.891608
O: 2.606614 -3.714676 0.474133
C: 3.891056 -3.070750 0.662576
C: 3.915879 -2.105357 1.830412
C: 0.297983 -4.149596 -0.437875
H: 4.182421 -2.584517 -0.269365
H: 4.576490 -3.896527 0.834658
H: 3.264302 -1.250278 1.662429
H: 4.930382 -1.734740 1.973515
H: 3.589446 -2.600758 2.744509
H: 0.713642 -4.807103 -1.195412
H: -0.619499 -3.684801 -0.791913
H: 0.114388 -4.680402 0.491345
O: -0.380420 2.350229 5.803586
S: 0.661564 1.375975 5.927573
O: 1.796370 1.451377 5.059813
O: 0.019270 -0.070534 5.852344
C: -0.835353 -0.372931 4.716634
C: -0.086824 -0.555102 3.412409
C: 1.216792 1.291107 7.592931
H: -1.597004 0.404896 4.639966
H: -1.336060 -1.294723 5.001832
H: 0.390301 0.369877 3.096524
H: -0.771880 -0.867314 2.628987
H: 0.689728 -1.308505 3.514152
H: 0.356455 1.212469 8.250100
H: 1.761606 2.212434 7.782991
H: 1.876162 0.434723 7.696444
O: -2.635453 -1.495445 0.253533
S: -4.021014 -1.451251 0.613484
O: -4.663341 -2.640297 1.079473
O: -4.836408 -0.838905 -0.603140
C: -4.650598 -1.451091 -1.899853
C: -5.319781 -2.802947 -2.040481
C: -4.310302 -0.148353 1.756800
H: -3.580764 -1.512123 -2.103914
H: -5.082203 -0.744694 -2.604410
H: -4.879697 -3.541783 -1.374008
H: -5.207495 -3.156002 -3.065735
H: -6.380242 -2.730675 -1.803170
H: -3.841027 0.758513 1.388157
H: -3.859911 -0.458630 2.696254
H: -5.382061 -0.021903 1.875941
O: 3.905646 4.075382 -0.168367
S: 2.546826 3.906485 0.247691
O: 1.666845 3.103070 -0.544628
O: 1.901902 5.346959 0.451570
C: 1.979780 6.277765 -0.650674
C: 1.036837 5.946360 -1.790223
C: 2.484219 3.382191 1.921382
H: 3.015124 6.339954 -0.989212
H: 1.717926 7.235445 -0.207560
H: 1.302625 5.008571 -2.273250
H: 1.077341 6.738866 -2.537543
H: 0.013937 5.855272 -1.426671
H: 3.133691 4.012622 2.519006
H: 2.840951 2.354966 1.932716
H: 1.455672 3.430631 2.266104

Cartesian forces (eV/Å) of the 6 atoms listed first:
C 0.0 -0.1 -0.3
C 0.0 -0.2 0.3
Br -0.1 0.0 -0.1
C -0.1 -0.1 -0.3
Br 0.1 0.3 0.3
C -0.1 0.2 0.2

As for the LUMO energy: 0.354 eV. The calculation puts the molar mass at 756.569 g/mol. As for the SMILES: C[C@@H](Br)[C@H](Br)COC=O.CCOS(C)(=O)=O.CCOS(C)(=O)=O.CCOS(C)(=O)=O.CCOS(C)(=O)=O. The total energy comes out at -8465.8327 hartree. The calculation puts the HOMO energy at -9.982 eV. The multiplicity is 1.

---

2.
The following is a quantum chemistry calculation of a cluster of 12 separate species, C66H57F12NO3P in total, from the Open Molecules 2025 dataset.

Geometry (Å):
O: -3.417571 5.540322 0.690007
P: -3.399592 5.846128 -0.732157
O: -3.797462 7.388182 -0.922361
O: -4.614740 4.977494 -1.374570
N: -2.018447 5.508748 -1.473778
F: -1.583402 6.679889 -2.265348
H: -3.599160 7.703317 -1.819994
H: -4.856085 5.392520 -2.217469
F: -0.422510 -0.878603 -2.901976
C: -0.181952 0.440692 -3.133995
C: -0.845690 1.388908 -2.381831
C: -0.586941 2.733284 -2.604767
C: 0.323837 3.106014 -3.583271
C: 0.977323 2.138487 -4.332612
C: 0.728715 0.791234 -4.106900
H: -1.558009 1.076509 -1.628520
H: -1.094878 3.494443 -2.019700
H: 0.519154 4.155204 -3.757140
H: 1.684486 2.430008 -5.097779
H: 1.233871 0.020538 -4.675110
F: -2.029510 -6.410712 0.266284
C: -1.799005 -5.098104 0.031139
C: -2.471276 -4.151026 0.773221
C: -2.221464 -2.809368 0.521802
C: -1.321235 -2.438335 -0.467123
C: -0.659624 -3.409787 -1.205481
C: -0.896585 -4.751940 -0.950208
H: -3.175523 -4.462458 1.533410
H: -2.732910 -2.051343 1.098535
H: -1.134787 -1.393321 -0.661069
H: 0.037843 -3.123091 -1.979569
H: -0.388686 -5.526422 -1.507701
F: 3.043550 2.957660 2.039169
C: 2.628886 1.722539 1.695865
C: 2.109651 1.510965 0.435135
C: 1.695454 0.232833 0.092955
C: 1.790471 -0.804597 1.010317
C: 2.311742 -0.569326 2.272538
C: 2.739684 0.702771 2.618451
H: 2.032051 2.334272 -0.262884
H: 1.291241 0.046703 -0.892496
H: 1.457428 -1.797324 0.736027
H: 2.386114 -1.375526 2.989560
H: 3.156677 0.906014 3.596140
F: 0.729234 -5.183982 -4.186065
C: 0.333614 -6.437189 -4.486551
C: -0.192594 -6.697741 -5.734511
C: -0.596562 -7.988904 -6.036601
C: -0.479793 -8.997933 -5.092571
C: 0.047760 -8.716106 -3.842310
C: 0.462310 -7.429786 -3.535697
H: -0.283075 -5.896311 -6.455127
H: -1.005539 -8.206456 -7.013439
H: -0.801441 -10.002107 -5.330821
H: 0.135179 -9.498210 -3.101339
H: 0.882602 -7.195338 -2.566612
F: -3.415911 -9.820379 -2.539814
C: -4.384475 -9.124818 -1.902371
C: -5.577326 -9.753563 -1.612467
C: -6.566147 -9.037459 -0.954061
C: -6.354494 -7.711166 -0.603953
C: -5.148134 -7.100067 -0.910966
C: -4.151837 -7.809933 -1.561274
H: -5.724364 -10.786214 -1.899624
H: -7.505006 -9.517537 -0.713883
H: -7.126617 -7.157573 -0.095194
H: -4.981276 -6.066074 -0.644098
H: -3.202631 -7.351546 -1.801248
F: 10.004847 -0.108311 3.676386
C: 8.811543 0.051416 3.049668
C: 8.690349 -0.346099 1.736496
C: 7.467800 -0.185540 1.101656
C: 6.395983 0.372558 1.781657
C: 6.544741 0.771212 3.102070
C: 7.761241 0.605903 3.747428
H: 9.541681 -0.773348 1.223131
H: 7.350687 -0.494989 0.074080
H: 5.444681 0.497143 1.281108
H: 5.711396 1.211762 3.630866
H: 7.897221 0.902584 4.779007
F: 5.237030 -1.020717 -1.548784
C: 5.060650 -2.334764 -1.304947
C: 6.112705 -3.064961 -0.793952
C: 5.932479 -4.415336 -0.538967
C: 4.711122 -5.016880 -0.804859
C: 3.666647 -4.264032 -1.322829
C: 3.837617 -2.911523 -1.571790
H: 7.058552 -2.580133 -0.601694
H: 6.747249 -4.997830 -0.131596
H: 4.573481 -6.071291 -0.607929
H: 2.713599 -4.729629 -1.534618
H: 3.031662 -2.307196 -1.967453
F: -4.899454 9.052495 -3.150858
C: -4.864527 10.281203 -2.586196
C: -4.372353 10.419727 -1.305031
C: -4.335519 11.686730 -0.745476
C: -4.795170 12.784838 -1.459937
C: -5.289917 12.617788 -2.744593
C: -5.322340 11.356471 -3.319007
H: -4.023679 9.554611 -0.755568
H: -3.945777 11.812264 0.254951
H: -4.766982 13.770458 -1.014671
H: -5.651756 13.470662 -3.302931
H: -5.695825 11.203568 -4.322829
F: -7.192018 -4.865145 -0.105189
C: -8.222041 -4.162391 -0.623645
C: -9.416645 -4.122556 0.063185
C: -10.469041 -3.396010 -0.471473
C: -10.315833 -2.731994 -1.679290
C: -9.105051 -2.790320 -2.353639
C: -8.044442 -3.507157 -1.823095
H: -9.515746 -4.652529 1.000930
H: -11.410543 -3.348035 0.057720
H: -11.139756 -2.168107 -2.094015
H: -8.984118 -2.275422 -3.296252
H: -7.089309 -3.558878 -2.327926
F: -3.295856 9.440055 1.684064
C: -3.824060 8.894383 2.801346
C: -3.898738 9.676682 3.937126
C: -4.442313 9.133089 5.090990
C: -4.891357 7.821938 5.093347
C: -4.800768 7.055523 3.937785
C: -4.268047 7.587128 2.773603
H: -3.534410 10.695834 3.913222
H: -4.513580 9.734708 5.987640
H: -5.311541 7.396820 5.995869
H: -5.145685 6.030654 3.939011
H: -4.200872 6.986071 1.863444
F: 15.047065 1.892814 6.062775
C: 13.946411 1.262018 6.524852
C: 12.987572 0.843315 5.626481
C: 11.860646 0.192168 6.103781
C: 11.706944 -0.021152 7.466844
C: 12.682173 0.412266 8.352913
C: 13.816040 1.056118 7.882036
H: 13.124658 1.026823 4.569309
H: 11.105346 -0.147366 5.413328
H: 10.825217 -0.525879 7.837344
H: 12.561157 0.249841 9.415146
H: 14.592263 1.395872 8.554297

Cartesian forces (eV/Å) of the 6 atoms listed first:
O -0.3 -0.6 1.6
P 0.5 -0.1 0.3
O -0.3 0.3 -0.9
O -0.6 0.6 -0.6
N 0.8 -0.1 -0.7
F -0.2 0.1 -0.2

As for the net charge: -1. As for the LUMO energy: 1.890 eV. The calculation puts the molar mass at 1171.136 g/mol. The total energy comes out at -4369.4902 hartree. The calculation puts the HOMO energy at -4.394 eV. The multiplicity is 1.